Below is a 2-piece molecular cluster, C4H12 overall at a distorted geometry, with properties calculated with wB97M-V/def2-TZVPD.

Its gap between HOMO and LUMO (alpha / beta) is 3.0 / 11.7 eV. For the energy above the lowest of the compared OMol25 structures with the same formula, charge and spin, the calculation gives 0.7978 eV. The spin multiplicity is 2. The LUMO energy (alpha / beta) is 4.5 / 4.4 eV. The value obtained for the HOMO energy (alpha / beta) is 1.50 / -7.29 eV. The net charge is -1. For the largest force on an atom, the calculation gives 1.51 eV/Å. The value obtained for the total energy is -4340.2387 eV.

Geometry as XYZ:
```
16
Properties=species:S:1:pos:R:3:mulliken_spin:R:1
C -1.64202 1.60856 -0.72290 1.17
C -2.05137 0.17152 -1.06214 2.06
H -1.53860 2.10174 0.25634 -0.37
H -0.60765 1.73633 -1.11930 -0.35
H -2.30291 2.32983 -1.19402 -0.21
H -1.14699 -0.37017 -1.38453 -0.11
H -2.90882 0.03315 -1.72697 -1.01
H -2.40388 -0.47430 -0.25578 -0.39
C 2.24236 -0.36955 0.50060 0.33
C 1.46744 -1.43735 1.27690 0.28
H 3.03519 -0.74782 -0.16311 -0.12
H 1.53810 0.10473 -0.18019 0.07
H 2.60214 0.44294 1.12732 -0.21
H 1.62450 -2.51683 1.12061 -0.16
H 1.71374 -1.37030 2.35546 -0.08
H 0.37878 -1.24249 1.17170 0.09
```